Entry from the Open Molecules 2025 dataset: C76H88F8N16O28S8 as an isolated structure (ωB97M-V/def2-TZVPD).

Results
- F_max (hartree/bohr) = 0.109
- frontier orbital gap (eV) = 0.6176
- total charge = +4

Last column: Mulliken charge in e.
Positions of all 224 atoms, in Å:
C 4.1896 -1.1427 -0.1444  -0.56
N 3.8713 -2.4735 -0.7766  0.86
C 4.9004 -3.1427 -1.3462  -0.36
C 4.6886 -4.4132 -1.8108  -0.88
C 3.3879 -4.9719 -1.7505  0.38
C 2.3814 -4.2851 -1.0858  0.14
C 2.7070 -3.0608 -0.5631  -1.23
C 3.1618 -6.1305 -2.6623  0.36
C 2.6362 -7.3961 -2.2539  -0.57
C 2.2205 -8.3273 -3.2024  -0.06
N 2.5920 -8.1163 -4.4859  0.15
C 3.1284 -6.9734 -4.8856  -0.36
C 3.3733 -5.9055 -3.9985  -0.77
C 2.0671 -9.1041 -5.4759  -0.84
H 5.1153 -1.2508 0.4383  0.47
H 3.2806 -0.9048 0.3977  -0.64
H 4.3234 -0.4020 -0.9723  0.43
H 5.8585 -2.6562 -1.3064  0.58
H 5.5493 -5.0063 -2.2019  0.58
H 1.3330 -4.6873 -1.0336  0.72
H 2.0488 -2.4434 0.0466  0.59
H 2.5025 -7.4656 -1.1632  0.44
H 1.7306 -9.2752 -2.9688  0.42
H 3.2723 -6.8245 -5.9594  0.40
H 3.8623 -4.9872 -4.4213  0.45
H 1.9154 -10.0619 -4.9510  0.28
H 2.7103 -9.2277 -6.3395  0.34
H 1.0904 -8.6943 -5.7600  0.38
C 6.8491 7.6789 1.1346  -0.87
N 6.2432 6.4095 1.5531  0.19
C 6.6735 5.3705 0.8872  -0.32
C 6.0135 4.1003 1.0581  -0.91
C 5.0210 3.9683 1.9759  0.56
C 4.6730 5.1480 2.7075  -0.30
C 5.2459 6.3367 2.4954  -0.54
C 4.3370 2.6291 2.0849  0.47
C 5.0002 1.4588 2.3554  -0.06
C 4.2791 0.3318 2.7041  -0.56
N 2.9569 0.3986 2.8053  1.02
C 2.2486 1.4475 2.4009  -0.15
C 2.9202 2.6115 2.0588  -1.44
C 2.1972 -0.6637 3.4156  0.72
H 7.0758 8.2015 2.0464  0.37
H 6.1406 8.2052 0.5235  0.34
H 7.7910 7.4209 0.5174  0.26
H 7.5051 5.4776 0.2052  0.39
H 6.2575 3.3039 0.3171  0.32
H 3.8070 5.1728 3.3977  0.54
H 5.0239 7.2458 3.0399  0.50
H 6.0783 1.3551 2.3272  0.73
H 4.7377 -0.5376 3.1656  0.07
H 1.2043 1.2984 2.3927  -0.61
H 2.3785 3.4647 1.8931  1.52
H 2.5926 -0.8163 4.4033  0.81
H 2.3753 -1.5342 2.7513  -0.12
H 1.1074 -0.4490 3.3854  -1.36
C -1.5656 8.5401 7.1009  -0.93
N -1.8433 7.3023 6.3072  0.13
C -2.2376 6.1608 6.9537  -0.26
C -2.6375 5.1191 6.2490  -0.57
C -2.7449 5.2634 4.8488  0.37
C -2.2848 6.4451 4.1715  -0.38
C -1.8918 7.4630 4.9945  -0.37
C -3.1960 4.2299 3.9123  0.62
C -4.4846 3.6498 3.9690  -0.90
C -4.8548 2.7791 3.0023  -0.33
N -4.0193 2.3743 2.0436  0.55
C -2.6800 2.7444 2.0949  -0.65
C -2.2478 3.5993 3.0976  0.22
C -4.6008 1.5655 0.9713  -1.06
H -2.4025 9.2664 6.9441  0.35
H -0.5845 8.9415 6.6763  0.33
H -1.4484 8.3993 8.1740  0.35
H -2.1039 6.2087 8.0250  0.40
H -2.7554 4.1271 6.6125  0.55
H -2.0541 6.5433 3.1063  0.27
H -1.4822 8.3584 4.6060  0.46
H -5.2417 4.2266 4.5288  0.43
H -5.8487 2.3298 2.9082  0.55
H -1.9964 2.3299 1.3753  0.56
H -1.2064 3.9393 3.1052  0.16
H -4.6289 0.5969 1.2820  0.20
H -3.9057 1.6996 0.1463  0.09
H -5.5621 2.0571 0.7941  0.65
C -6.7859 1.3781 -3.4287  -0.84
N -6.0347 0.2042 -2.9820  0.23
C -4.7630 0.3495 -2.5082  -0.90
C -4.1031 -0.7981 -2.1879  0.14
C -4.6366 -2.0958 -2.3168  0.67
C -5.9542 -2.1175 -2.7072  -0.82
C -6.6187 -0.9817 -3.1124  -0.30
C -3.7760 -3.3412 -2.2390  0.72
C -4.1901 -4.4784 -3.0104  -0.68
C -3.5963 -5.6709 -2.7054  -0.74
N -2.7492 -5.6882 -1.6259  0.49
C -2.3919 -4.6538 -0.9053  -1.11
C -2.8756 -3.4039 -1.1933  -0.63
C -1.9934 -6.9073 -1.3779  0.08
H -7.2293 1.9043 -2.5574  0.30
H -7.6357 1.0300 -3.9601  0.39
H -6.2044 2.0584 -4.0872  0.28
H -4.4148 1.3967 -2.5487  0.26
H -3.1057 -0.7571 -1.7713  0.37
H -6.5073 -3.0210 -2.8025  0.74
H -7.5736 -1.0473 -3.6203  0.35
H -5.0092 -4.4451 -3.7700  0.59
H -3.8721 -6.5822 -3.2295  0.41
H -1.6475 -4.8963 -0.1846  1.15
H -2.6097 -2.6137 -0.5623  0.83
H -1.2942 -7.0191 -2.2460  -0.10
H -2.6017 -7.8158 -1.4152  0.37
H -1.5160 -6.7000 -0.4477  -0.33
C 1.3281 7.1386 -9.3766  -0.89
N 0.9262 6.7609 -7.9830  0.10
C -0.0421 7.3648 -7.2846  -0.46
C -0.4248 6.9925 -6.0144  -0.42
C 0.5171 6.0889 -5.4195  -0.10
C 1.6163 5.5662 -6.1257  -0.69
C 1.6789 5.7494 -7.4632  -0.54
C 0.2720 5.6225 -4.0526  1.46
C -0.0204 6.5919 -3.0643  -1.43
C -0.1925 6.1698 -1.7813  -0.50
N -0.1561 4.8707 -1.4471  2.22
C 0.0306 3.9386 -2.3555  -0.56
C 0.2029 4.2387 -3.6910  -1.30
C -0.3365 4.4551 -0.0307  -1.55
H 2.3923 7.4258 -9.4329  0.37
H 0.6802 7.9825 -9.7552  0.30
H 1.1532 6.2981 -10.1179  0.35
H -0.6169 8.1179 -7.7771  0.41
H -1.3044 7.3781 -5.4901  0.44
H 2.2410 4.8176 -5.6301  0.53
H 2.4212 5.3086 -8.1172  0.49
H -0.0837 7.5948 -3.4413  0.88
H -0.4937 6.7843 -0.9120  0.56
H -0.0648 2.9032 -2.0123  0.55
H 0.3590 3.4540 -4.3791  0.86
H 0.2796 5.1375 0.6150  0.60
H 0.0951 3.4415 0.2005  -0.35
H -1.3609 4.5114 0.3108  0.39
C -3.5165 -10.4563 5.4308  -0.85
N -2.6799 -9.4387 4.7542  0.13
C -1.7370 -8.7571 5.4496  -0.62
C -1.3577 -7.5091 5.1913  -0.65
C -1.9215 -6.8943 3.9763  0.45
C -2.7279 -7.6501 3.1023  -0.48
C -3.0420 -8.9753 3.5258  -0.60
C -1.7870 -5.4785 3.7994  1.01
C -2.7942 -4.6635 3.3659  -0.66
C -2.5780 -3.1288 3.3464  -0.63
N -1.3093 -2.6703 3.8764  0.20
C -0.3660 -3.5922 4.3293  -0.24
C -0.6030 -4.8956 4.2654  -0.98
C -1.1069 -1.2019 4.1375  -1.19
H -4.3588 -10.7416 4.7946  0.29
H -3.7621 -10.0030 6.3780  0.38
H -2.9500 -11.3146 5.7590  0.34
H -1.5206 -9.1201 6.4543  0.44
H -0.7918 -6.9401 5.8974  0.59
H -3.0695 -7.2228 2.1895  0.50
H -3.7402 -9.5849 2.9085  0.36
H -3.6580 -5.1235 2.8974  0.63
H -3.3025 -2.7752 4.0691  0.76
H 0.6065 -3.2268 4.7594  0.49
H 0.3098 -5.4516 4.2830  0.60
H -0.1223 -1.1412 4.5753  0.75
H -1.8594 -0.7487 4.8135  0.30
H -1.3057 -0.7121 3.1889  -0.06
N -0.2596 -5.0234 -4.0218  -0.12
S -0.4930 -3.3005 -4.5082  0.92
O -0.4956 -2.4825 -3.3618  -0.48
O -1.4424 -3.0932 -5.5387  -0.59
F 0.8780 -3.0638 -5.0828  -0.17
S -0.8830 -5.9704 -5.0570  1.07
O -2.2533 -5.6495 -5.3973  -0.59
O -0.5970 -7.2644 -4.5963  -0.66
F -0.0492 -5.7563 -6.4592  -0.35
N 2.8366 3.7933 -2.0181  0.03
S 3.3997 2.3372 -1.8798  1.06
O 4.5712 2.0699 -1.0736  -0.46
O 3.0132 1.5990 -3.1163  -0.73
F 2.2720 1.8675 -0.8306  -0.12
S 3.7319 5.0758 -1.8478  0.83
O 5.0092 5.1009 -2.4372  -0.71
O 3.9004 5.4809 -0.5409  -0.42
F 2.7688 6.0355 -2.6881  -0.20
N 5.2501 -4.2237 3.8200  -0.64
S 5.9123 -2.7863 3.5013  1.27
O 5.6239 -1.7807 4.4995  -0.68
O 5.9850 -2.5844 2.1079  -0.51
F 7.3743 -3.2821 3.9126  -0.28
S 3.8204 -4.5136 3.2672  1.05
O 3.4640 -5.9318 3.3491  -0.68
O 3.3875 -3.7613 2.0873  -0.12
F 2.8438 -3.8163 4.4253  -0.34
N -2.8591 5.5437 -2.6610  0.09
S -3.4703 6.4787 -3.7372  1.07
O -2.6983 7.6861 -3.7678  -0.67
O -4.8799 6.4769 -3.7518  -0.56
F -2.9653 5.8601 -5.1143  -0.26
S -3.7516 4.4079 -2.1605  1.07
O -4.8448 4.7122 -1.2671  -0.75
O -2.9104 3.3409 -1.7597  -0.55
F -4.4073 3.9107 -3.5643  -0.32
O 0.8330 -7.1558 2.4180  -0.40
C 0.4419 -6.6221 1.2267  -0.34
O 1.0557 -6.7179 0.1657  -0.59
O -0.6681 -6.0262 1.2588  0.10
H 1.7931 -7.2422 2.4372  0.35
O -0.9180 -0.2778 -0.5647  0.71
C 0.0294 0.0737 0.4342  -0.68
O 1.1007 -0.5220 0.3858  -0.17
O -0.4822 0.8908 1.2772  -0.18
H -0.4019 -0.3763 -1.4057  0.02
O -4.1463 -1.5272 0.8432  -0.55
C -3.9536 -1.6769 2.0316  0.38
O -2.8273 -2.6794 2.1607  0.31
O -4.3726 -1.1450 3.0559  -0.77
H 2.0767 10.9762 -13.6883  0.19
O 2.0414 4.8068 4.8434  -0.42
C 0.7046 4.9081 4.4968  0.63
O 0.4547 5.2411 3.3375  -0.61
O -0.0362 4.4662 5.3987  -0.71
H 2.0157 4.5758 5.8033  0.29